(1)
Entry from the OMol25 dataset: the molecule C5H10FNO at a distorted geometry (the ωB97M-V functional and the def2-TZVPD basis).

Each line ends with the natural charge from an NBO analysis.
CARTESIAN COORDINATES (ANGSTROEM)
C1 -2.3183 -1.9171 0.0581  -0.4891
C2 -1.0742 -1.3644 0.1741  0.1197
O1 -0.6536 -0.3551 -0.6131  -0.4828
C3 0.6075 -0.0199 -0.1567  0.0457
C4 0.8167 0.8857 1.0071  -0.2352
N1 -0.0501 2.0655 0.5031  -0.9326
C5 1.5061 0.3351 -1.3557  0.0275
F1 1.4536 -0.8909 -2.0471  -0.3647
H1 -3.1154 -1.3186 -0.4305  0.2023
H2 -2.6359 -2.7279 0.6409  0.2054
H3 -0.3908 -1.8937 0.9828  0.1819
H4 1.0185 -0.8584 0.2752  0.1737
H5 1.8280 1.2104 0.9323  0.2164
H6 0.3965 0.2859 1.8751  0.1885
H7 -0.9454 1.6535 -0.0427  0.3877
H8 -0.2231 2.9695 1.0307  0.3861
H9 1.1618 1.3628 -1.7817  0.2028
H10 2.6181 0.5777 -1.0519  0.1668

Summary:
2S+1: 1
SMILES: C=CO[C@H](CN)CF
Energy relative to the best compared isomer or geometry (same formula, charge and spin), kcal/mol: 77.8
Net charge: 0

***

(2)
Entry from the OMol25 dataset: a cluster of 2 separate species, C5H10FNO8PS3 in total at a distorted geometry (the ωB97M-V functional and the def2-TZVPD basis).

Each line ends with the natural charge from an NBO analysis.
CARTESIAN COORDINATES (ANGSTROEM)
O1 1.2396 -1.5096 -0.2896  -0.5159
C1 0.4091 -2.3028 0.3909  0.8791
F1 0.9727 -3.5180 1.0429  -0.3707
C2 -1.2390 -2.0978 0.4918  -0.7912
S1 -1.8061 -0.3307 0.5633  2.0117
O2 -0.8144 0.7106 -0.0618  -0.9033
O3 -1.8772 0.0560 2.0923  -0.9288
N1 -3.3746 0.0217 -0.0934  -0.9549
S2 -4.1646 -1.3555 -0.8010  1.7138
O4 -5.5570 -0.8397 -1.3350  -0.8733
O5 -3.4360 -1.9005 -2.0912  -0.9115
P1 -4.6390 -2.9304 0.6090  0.5218
S3 -6.4911 -3.5670 0.4299  -0.5114
H1 -1.5466 -2.6105 1.5238  0.2846
H2 -1.6932 -2.7658 -0.3524  0.3072
H3 -4.3027 -2.5585 1.9660  0.0324
H4 -3.7869 -4.0567 0.2353  0.0123
C3 1.8052 1.0964 -0.8217  -0.2643
O6 2.7627 2.0310 -1.3155  -0.5028
C4 3.5083 2.6283 -0.3518  0.9789
O7 3.4195 2.4297 0.8497  -0.6426
O8 4.3698 3.4846 -0.9566  -0.5066
C5 5.2245 4.1892 -0.0581  -0.2536
H5 1.2665 0.6803 -1.6775  0.2042
H6 2.3028 0.2752 -0.2959  0.1974
H7 1.0814 1.5940 -0.1682  0.2241
H8 5.8589 3.4917 0.4982  0.1878
H9 4.6374 4.8104 0.6260  0.1902
H10 5.8700 4.8443 -0.6494  0.1855

Summary:
2S+1: 1
Net charge: -1

***

| no. | total energy (eV) | highest occupied orbital energy (eV) | orbital gap (eV) |
| --- | --- | --- | --- |
| 1 | -11598.4809 | -8.913 | 9.916 |
| 2 | -67725.0441 | -6.416 | 8.472 |